DFT (ωB97M-V/def2-TZVPD) results for an isolated molecule of C4H12NP.

Calculated values
LUMO level: 0.9 eV
HOMO-LUMO gap: 8.0 eV
HOMO energy: -7.108 eV
F_max: 3.57 eV Å⁻¹
E: -15119.5598 eV
energy above the lowest of the compared OMol25 structures with the same formula, charge and spin: 2.253 eV

The geometry in ORCA input format:
```
! wB97M-V def2-TZVPD RIJCOSX def2/J DEFGRID3
* xyz 0 1
C -0.23 0.66 1.30
C 0.56 -0.22 2.32
C -1.10 1.25 -1.20
C 1.29 -0.35 -1.40
N -0.98 -1.32 -0.51
P -0.06 0.14 -0.30
H -0.04 1.68 1.34
H -0.08 -0.79 2.94
H 1.31 0.32 3.02
H 1.12 -0.98 1.83
H -0.69 1.21 -2.17
H -2.13 0.98 -1.49
H -1.07 2.21 -0.75
H 0.88 -0.71 -2.30
H 2.03 0.40 -1.51
H 1.73 -1.12 -0.91
H -0.60 -2.17 -0.08
H -1.94 -1.19 -0.13
*
```


DFT (ωB97M-V/def2-TZVPD) results for C36H36FIN6ReS as an isolated structure.

Calculated values
LUMO level (spin up / spin down): -7.5 / -7.1 eV
HOMO-LUMO gap (spin up / spin down): 6.1 / 6.5 eV
HOMO energy (spin up / spin down): -13.545 / -13.615 eV
F_max: 2.94 eV Å⁻¹
E: -70627.3754 eV
energy above the lowest of the compared OMol25 structures with the same formula, charge and spin: 0.259 eV

The geometry in ORCA input format:
```
! wB97M-V def2-TZVPD RIJCOSX def2/J DEFGRID3
* xyz 2 2
Re 0.30 -0.21 0.20
N -3.61 0.89 -1.53
C -2.51 0.30 -1.05
S -1.02 1.26 -1.08
N -2.57 -0.92 -0.63
N -1.39 -1.41 -0.15
C -1.30 -2.69 0.07
C -2.41 -3.65 -0.04
C -2.67 -4.48 1.06
C -3.72 -5.37 1.04
C -4.52 -5.47 -0.10
C -4.26 -4.67 -1.20
C -3.22 -3.76 -1.17
C 0.05 -3.16 0.43
C 0.41 -4.50 0.41
C 1.73 -4.86 0.61
C 2.67 -3.87 0.83
C 2.26 -2.56 0.84
N 0.99 -2.20 0.63
H -3.57 1.82 -1.90
H -4.48 0.39 -1.55
H -2.06 -4.38 1.96
H -3.92 -6.00 1.90
H -5.34 -6.17 -0.12
H -4.88 -4.75 -2.09
H -3.01 -3.15 -2.04
H -0.35 -5.24 0.21
H 2.02 -5.90 0.58
H 3.72 -4.12 1.00
H 2.97 -1.76 1.02
C -3.63 0.87 3.17
C -2.93 -0.20 2.30
C -4.00 -1.16 1.79
C -1.84 -0.93 3.08
C -2.24 -1.93 3.96
C -1.33 -2.59 4.77
C 0.00 -2.24 4.73
C 0.47 -1.26 3.86
C 1.95 -0.90 3.93
C 2.85 -2.13 4.11
C 2.23 0.07 5.09
C -0.46 -0.62 3.02
N 0.00 0.43 2.10
C 0.01 1.72 2.62
C -0.44 1.94 3.95
C -0.46 3.20 4.50
C -0.02 4.30 3.77
C 0.46 4.12 2.48
C 0.48 2.87 1.94
F 1.02 2.74 0.74
H -4.54 1.21 2.66
H -3.01 1.74 3.36
H -3.93 0.44 4.13
H -2.47 0.31 1.45
H -4.68 -1.46 2.59
H -3.58 -2.07 1.34
H -4.61 -0.67 1.03
H -3.29 -2.19 4.02
H -1.67 -3.37 5.44
H 0.71 -2.75 5.39
H 2.21 -0.40 3.00
H 2.87 -2.44 5.16
H 3.88 -1.89 3.83
H 2.51 -2.98 3.52
H 1.85 -0.35 6.03
H 1.77 1.05 4.95
H 3.31 0.22 5.20
H -0.80 1.09 4.52
H -0.81 3.32 5.52
H -0.04 5.29 4.21
H 0.82 4.95 1.88
I 4.72 -0.93 -3.44
C 4.13 -0.10 -1.63
C 5.04 0.46 -0.75
C 4.57 1.02 0.43
C 3.22 0.97 0.72
N 2.34 0.39 -0.12
C 2.79 -0.11 -1.28
H 6.10 0.47 -0.98
H 5.24 1.50 1.13
H 2.83 1.40 1.63
H 2.06 -0.52 -1.97
*
```


DFT (ωB97M-V/def2-TZVPD) results for C13H30As3AuO3S4 as an isolated structure.

Calculated values
LUMO level (spin up / spin down): 0.2 / -1.8 eV
HOMO-LUMO gap (spin up / spin down): 7.6 / 6.4 eV
HOMO energy (spin up / spin down): -7.351 / -8.186 eV
F_max: 0.63 eV Å⁻¹
E: -249657.3488 eV
energy above the lowest of the compared OMol25 structures with the same formula, charge and spin: 0.778 eV

The geometry in ORCA input format:
```
! wB97M-V def2-TZVPD RIJCOSX def2/J DEFGRID3
* xyz 0 3
Au -1.75 0.43 1.56
S -5.81 1.73 -0.83
C -4.44 1.17 -0.04
S -3.76 -0.01 -1.00
S -3.93 1.73 1.47
C 2.54 -1.05 2.32
As 0.77 -0.79 1.55
C 0.33 -2.67 1.29
C 1.13 -0.41 -0.35
C 1.72 0.96 -0.76
C 3.20 1.05 -0.40
C 1.03 2.13 -0.02
As -0.91 2.18 0.15
C -1.06 3.85 1.12
C -1.65 2.68 -1.56
C 1.53 1.17 -2.27
As 2.06 -0.08 -3.72
C 0.66 -1.44 -3.52
C 3.55 -1.15 -3.04
H 3.17 -1.54 1.58
H 2.41 -1.69 3.19
H 2.98 -0.11 2.64
H 1.08 -3.13 0.63
H -0.67 -2.77 0.87
H 0.34 -3.17 2.26
H 0.14 -0.53 -0.80
H 1.75 -1.21 -0.74
H 3.36 0.95 0.68
H 3.60 2.02 -0.70
H 3.79 0.28 -0.89
H 1.33 3.07 -0.48
H 1.36 2.15 1.02
H -0.55 4.63 0.56
H -0.62 3.74 2.11
H -2.12 4.09 1.22
H -1.01 3.44 -1.99
H -2.65 3.08 -1.37
H -1.75 1.82 -2.22
H 2.00 2.12 -2.54
H 0.46 1.29 -2.49
H -0.31 -0.95 -3.42
H 0.82 -2.10 -2.67
H 0.64 -2.04 -4.43
H 4.45 -0.54 -2.96
H 3.73 -1.92 -3.79
H 3.35 -1.63 -2.08
C -3.27 -3.33 3.67
S -3.35 -1.94 2.56
O -2.88 -2.40 1.26
O -4.68 -1.41 2.61
O -2.31 -0.98 3.13
H -4.19 -3.36 4.24
H -2.42 -3.22 4.33
H -3.17 -4.23 3.07
*
```


DFT (ωB97M-V/def2-TZVPD) results for an isolated ion of composition HO5P and charge -2.

Calculated values
LUMO level: 7.6 eV
HOMO-LUMO gap: 7.0 eV
HOMO energy: 0.612 eV
F_max: 3.36 eV Å⁻¹
E: -19541.2184 eV
energy above the lowest of the compared OMol25 structures with the same formula, charge and spin: 0.499 eV

The geometry in ORCA input format:
```
! wB97M-V def2-TZVPD RIJCOSX def2/J DEFGRID3
* xyz -2 1
O 0.17 1.33 0.54
O -1.76 -0.46 0.62
O -1.19 0.67 -1.63
O 1.65 -0.70 0.47
O 0.77 -1.06 -0.59
P -0.72 0.30 -0.23
H 1.07 -0.09 0.84
*
```


DFT (ωB97M-V/def2-TZVPD) results for an isolated molecule of C13H16ClNO6S.

Calculated values
LUMO level: -0.6 eV
HOMO-LUMO gap: 9.4 eV
HOMO energy: -9.926 eV
F_max: 0.76 eV Å⁻¹
E: -50874.2804 eV
energy above the lowest of the compared OMol25 structures with the same formula, charge and spin: 0.177 eV

The geometry in ORCA input format:
```
! wB97M-V def2-TZVPD RIJCOSX def2/J DEFGRID3
* xyz 0 1
C 0.80 4.54 1.36
H 0.71 4.85 2.40
H 1.86 4.49 1.12
H 0.35 5.31 0.74
C 0.12 3.19 1.15
C -1.36 3.28 1.50
H -1.49 3.37 2.58
H -1.90 2.41 1.14
H -1.80 4.16 1.03
C 0.85 2.13 1.98
C 0.28 0.72 1.86
N 0.32 0.21 0.49
S -1.09 -0.49 -0.05
O -1.47 -1.41 0.99
O -2.07 0.47 -0.47
C -0.50 -1.44 -1.45
C -0.51 -2.81 -1.37
C -0.06 -3.57 -2.46
C 0.38 -2.92 -3.61
C 0.40 -1.54 -3.69
C -0.04 -0.80 -2.60
Cl -0.03 0.91 -2.66
H 0.74 -1.04 -4.57
H 0.72 -3.53 -4.44
C -0.05 -5.05 -2.42
O 0.31 -5.75 -3.34
O -0.49 -5.55 -1.26
H -0.46 -6.52 -1.28
H -0.86 -3.28 -0.47
H 0.71 0.88 -0.16
H -0.77 0.71 2.20
C 1.06 -0.28 2.75
O 1.99 0.04 3.43
O 0.62 -1.52 2.68
H -0.18 -1.61 2.10
H 0.81 2.41 3.03
H 1.90 2.09 1.69
H 0.20 2.94 0.08
*
```


Q: The lowest energy above the lowest of the compared OMol25 structures with the same formula, charge and spin belongs to which entry?
A: C13H16ClNO6S


Q: Look up the energy above the lowest of the compared OMol25 structures with the same formula, charge and spin of the fourth one.
A: 0.499 eV


Q: What is the formula in the third record?
A: C13H30As3AuO3S4


Repeat the third record exactly.
DFT (ωB97M-V/def2-TZVPD) results for C13H30As3AuO3S4 as an isolated structure.

Calculated values
LUMO level (spin up / spin down): 0.2 / -1.8 eV
HOMO-LUMO gap (spin up / spin down): 7.6 / 6.4 eV
HOMO energy (spin up / spin down): -7.351 / -8.186 eV
F_max: 0.63 eV Å⁻¹
E: -249657.3488 eV
energy above the lowest of the compared OMol25 structures with the same formula, charge and spin: 0.778 eV

The geometry in ORCA input format:
```
! wB97M-V def2-TZVPD RIJCOSX def2/J DEFGRID3
* xyz 0 3
Au -1.75 0.43 1.56
S -5.81 1.73 -0.83
C -4.44 1.17 -0.04
S -3.76 -0.01 -1.00
S -3.93 1.73 1.47
C 2.54 -1.05 2.32
As 0.77 -0.79 1.55
C 0.33 -2.67 1.29
C 1.13 -0.41 -0.35
C 1.72 0.96 -0.76
C 3.20 1.05 -0.40
C 1.03 2.13 -0.02
As -0.91 2.18 0.15
C -1.06 3.85 1.12
C -1.65 2.68 -1.56
C 1.53 1.17 -2.27
As 2.06 -0.08 -3.72
C 0.66 -1.44 -3.52
C 3.55 -1.15 -3.04
H 3.17 -1.54 1.58
H 2.41 -1.69 3.19
H 2.98 -0.11 2.64
H 1.08 -3.13 0.63
H -0.67 -2.77 0.87
H 0.34 -3.17 2.26
H 0.14 -0.53 -0.80
H 1.75 -1.21 -0.74
H 3.36 0.95 0.68
H 3.60 2.02 -0.70
H 3.79 0.28 -0.89
H 1.33 3.07 -0.48
H 1.36 2.15 1.02
H -0.55 4.63 0.56
H -0.62 3.74 2.11
H -2.12 4.09 1.22
H -1.01 3.44 -1.99
H -2.65 3.08 -1.37
H -1.75 1.82 -2.22
H 2.00 2.12 -2.54
H 0.46 1.29 -2.49
H -0.31 -0.95 -3.42
H 0.82 -2.10 -2.67
H 0.64 -2.04 -4.43
H 4.45 -0.54 -2.96
H 3.73 -1.92 -3.79
H 3.35 -1.63 -2.08
C -3.27 -3.33 3.67
S -3.35 -1.94 2.56
O -2.88 -2.40 1.26
O -4.68 -1.41 2.61
O -2.31 -0.98 3.13
H -4.19 -3.36 4.24
H -2.42 -3.22 4.33
H -3.17 -4.23 3.07
*
```